# 1
Computed, not measured: a 2-piece molecular cluster, C5H11N2O2 overall, with wB97M-V/def2-TZVPD.

Values from the calculation:
**Net charge**: +1
**E_LUMO (alpha / beta)**: -3.22 / -4.98 eV
**Relative energy (zero: lowest compared OMol25 entry of this formula, charge and spin)**: 3.7483 eV
**Spin multiplicity**: 3
**DFT total energy**: -456.580537 Ha

Cartesian coordinates (Å):
C1 3.51 0.25 0.26
C2 -1.70 1.00 -0.77
C3 -0.56 0.15 -0.80
C4 -2.83 0.84 0.21
C5 -0.56 -1.00 0.32
N1 4.55 -0.11 -0.23
N2 0.68 -1.85 -0.06
O1 2.37 0.13 0.53
O2 -0.56 1.62 -0.04
H1 -2.06 1.56 -1.63
H2 -3.72 0.44 -0.10
H3 -3.04 1.90 0.37
H4 -2.53 0.39 1.16
H5 -1.42 -1.56 0.46
H6 -0.29 -0.53 1.33
H7 -0.18 2.22 -0.77
H8 5.45 0.25 0.11
H9 0.70 -2.76 0.35
H10 1.48 -1.22 0.37
H11 0.71 -1.73 -1.06


# 2
Computed, not measured: C41H41Br4CaN7O4S2Si as an isolated structure, with wB97M-V/def2-TZVPD.

Values from the calculation:
**Net charge**: -2
**E_LUMO**: 3.90 eV
**Relative energy (zero: lowest compared OMol25 entry of this formula, charge and spin)**: 1.0768 eV
**DFT total energy**: -14331.011197 Ha

Cartesian coordinates (Å):
Ca1 -0.46 0.66 -1.44
C1 -1.31 -0.34 0.67
Si1 -0.24 0.08 2.04
C2 1.60 -0.20 1.61
N1 2.00 0.44 0.35
C3 2.99 -0.36 -0.37
C4 4.34 -0.46 0.35
C5 4.78 0.91 0.90
C6 3.95 2.02 0.25
C7 2.47 1.83 0.57
C8 -0.54 -0.98 3.61
C9 -1.23 -0.50 4.73
C10 -1.58 -1.33 5.79
C11 -1.25 -2.68 5.76
C12 -0.57 -3.18 4.66
C13 -0.22 -2.35 3.61
C14 -0.50 1.84 2.68
C15 0.34 2.43 3.63
C16 0.08 3.69 4.16
C17 -1.04 4.39 3.75
C18 -1.89 3.83 2.80
C19 -1.61 2.58 2.27
H1 -2.33 -0.02 0.91
H2 -1.35 -1.42 0.51
H3 1.72 -1.28 1.52
H4 2.26 0.11 2.44
H5 3.14 0.08 -1.36
H6 2.57 -1.35 -0.55
H7 5.08 -0.85 -0.36
H8 4.28 -1.19 1.17
H9 5.85 1.07 0.74
H10 4.61 0.95 1.98
H11 4.11 2.02 -0.83
H12 4.26 3.00 0.62
H13 1.85 2.54 0.01
H14 2.32 2.08 1.63
H15 -1.49 0.55 4.78
H16 -2.12 -0.93 6.64
H17 -1.53 -3.33 6.58
H18 -0.31 -4.24 4.62
H19 0.29 -2.77 2.75
H20 1.22 1.88 3.97
H21 0.76 4.12 4.88
H22 -1.24 5.38 4.14
H23 -2.75 4.39 2.45
H24 -2.26 2.16 1.52
N2 3.78 -8.12 -3.41
C20 3.19 -6.88 -3.07
C21 2.45 -6.74 -1.90
C22 1.90 -5.51 -1.56
C23 2.10 -4.40 -2.38
C24 2.83 -4.54 -3.55
C25 3.38 -5.77 -3.89
S1 0.14 -2.67 -2.86
O1 0.32 -3.14 -4.23
O2 1.59 -3.19 -2.02
N3 0.36 -1.09 -2.68
C26 1.33 -0.38 -3.31
N4 2.33 -0.96 -4.00
C27 3.22 -0.16 -4.54
C28 3.20 1.22 -4.42
C29 2.14 1.73 -3.69
N5 1.22 0.96 -3.14
H25 3.27 -8.91 -3.03
H26 3.90 -8.24 -4.40
H27 2.30 -7.60 -1.26
H28 1.32 -5.40 -0.66
H29 2.94 -3.67 -4.18
H30 3.95 -5.87 -4.80
H31 4.03 -0.65 -5.09
H32 3.95 1.86 -4.87
H33 2.02 2.80 -3.52
Br1 -3.65 6.93 -3.23
C30 -2.56 5.60 -2.42
C31 -1.65 5.93 -1.44
Br2 -1.47 7.73 -0.86
C32 -0.87 4.93 -0.85
Br3 0.46 5.32 0.44
C33 -0.98 3.58 -1.21
O3 -0.30 2.64 -0.65
C34 -1.93 3.22 -2.25
O4 -2.07 1.98 -2.57
C35 -2.68 4.26 -2.82
Br4 -3.95 3.71 -4.12
C36 -4.53 2.73 -0.04
C37 -4.63 1.24 -0.06
C38 -5.15 0.51 0.97
C39 -5.07 -0.90 0.86
N6 -4.69 -1.51 -0.23
C40 -4.26 -0.78 -1.30
S2 -3.86 -1.49 -2.75
N7 -4.17 0.59 -1.14
C41 -5.37 -1.75 2.05
H34 -5.07 3.13 0.81
H35 -4.93 3.16 -0.96
H36 -3.48 3.04 0.03
H37 -5.52 1.00 1.86
H38 -3.61 1.11 -1.85
H39 -6.05 -1.26 2.75
H40 -4.42 -1.95 2.57
H41 -5.78 -2.71 1.74